(1)
18
Properties=species:S:1:pos:R:3:lowdin_charge:R:1 method="wB97M-V/def2-TZVPD" e_homo_ev="-9.050 / -7.678" lumo_ev="-0.667 / -0.232" relative_energy_ev=7.760 total_charge=0 gap_ev="8.38 / 7.45" energy_ev=-38265.6432
C 0.8040 0.6888 -0.8020 0.1033
C 1.7689 0.4510 0.0074 -0.5217
C 3.2244 0.3995 -0.3714 -0.0997
C 1.5750 0.0371 1.4374 -0.0998
C -3.5151 -0.9305 -1.0383 -0.8071
Si -2.6367 0.1281 0.2808 0.1969
Cl -4.4541 -2.2157 -0.2128 0.4294
Cl -3.6026 1.8746 0.4254 0.2599
H 0.8806 1.0347 -1.8328 0.0421
H 3.6964 1.4557 -0.3190 0.1056
H 3.8740 -0.3630 0.2426 0.1127
H 3.2909 0.1698 -1.4407 0.0621
H 0.5466 0.2349 1.7543 0.0544
H 2.3450 0.6740 2.0009 0.0988
H 2.0370 -0.9200 1.7620 0.0834
H -4.4087 -0.3204 -1.4587 0.0383
H -3.0007 -1.4785 -1.8101 0.0044
H -2.4248 -0.9199 1.3748 -0.0630

(2)
7
Properties=species:S:1:pos:R:3:lowdin_charge:R:1 method="wB97M-V/def2-TZVPD" e_homo_ev=-11.711 lumo_ev=-1.222 relative_energy_ev=0.439 total_charge=0 gap_ev=10.49 energy_ev=-30671.5575
N 0.7368 0.6199 -2.0996 0.2147
C 0.8846 -0.0289 -1.1499 -0.2053
C 1.0517 -0.7730 0.0489 -0.7913
O 0.2509 -1.0296 0.8867 0.0616
Cl 2.7822 -1.1940 0.2667 0.6744
Cl -2.3605 0.7873 1.2491 0.2170
H -3.3457 1.6182 0.7980 -0.1711

(3)
60
Properties=species:S:1:pos:R:3:lowdin_charge:R:1 method="wB97M-V/def2-TZVPD" e_homo_ev="-19.301 / -19.453" lumo_ev="-14.708 / -15.181" relative_energy_ev=0.394 total_charge=+4 gap_ev="4.59 / 4.27" energy_ev=-548897.4488
Sc 0.7117 0.3855 -0.0213 0.7613
Br -0.2250 -0.3543 2.6959 0.9416
B 0.1959 -2.3044 2.8767 -0.7787
B -0.2191 -3.4673 4.1928 -0.1811
C -0.3491 -4.9481 3.3542 0.0837
B -0.9739 -3.5834 2.5627 -0.1900
B -0.1218 -4.9133 1.6710 -0.1862
B 1.1181 -5.5800 2.7413 -0.1844
B 1.0500 -4.7040 4.2765 -0.1937
B 1.4614 -2.9181 4.0015 -0.8399
Br 2.3614 -1.7950 5.2825 0.9988
B 2.3503 -4.3003 3.0970 -0.7834
Br 4.1928 -4.7107 3.4322 1.2242
B 1.5874 -4.4219 1.4238 -0.8488
Br 2.6321 -4.8188 -0.1524 0.9514
B 0.2742 -3.2152 1.3559 -0.7652
Br -0.0753 -2.1980 -0.3629 0.9144
B 1.7680 -2.7945 2.2291 -0.8711
Br 2.8741 -1.3340 1.4402 0.8762
H -0.8712 -3.2333 5.1390 0.1809
H -1.0714 -5.6576 3.7366 0.2114
H -2.1307 -3.4279 2.4389 0.1781
H -0.7379 -5.6059 0.9524 0.1814
H 1.3468 -6.7296 2.7165 0.1823
H 1.2293 -5.2532 5.2965 0.1821
C 1.6224 2.0724 -5.1624 0.0497
N 1.0486 2.7994 -4.0292 -0.0568
C 1.0225 4.1458 -3.8933 0.0914
C 0.3435 4.4418 -2.7374 0.0798
N -0.0392 3.2609 -2.1704 0.0282
C 0.4126 2.2365 -2.9701 -0.6247
S 0.1662 0.5863 -2.7354 0.9113
C -0.9927 3.1679 -1.1056 -0.2425
C -2.0584 4.0469 -1.1405 0.0608
C -3.0125 4.0063 -0.1318 0.0562
C -2.8581 3.0609 0.8673 0.0329
C -1.7759 2.2058 0.8126 -0.0934
N -0.8289 2.2320 -0.1512 0.0179
H 2.3370 2.7096 -5.6763 0.1243
H 0.8346 1.7944 -5.8640 0.1323
H 2.1162 1.1673 -4.8177 0.0902
H 1.4729 4.8151 -4.6119 0.1761
H 0.1148 5.4027 -2.3028 0.1710
H -2.1600 4.7431 -1.9628 0.1438
H -3.8572 4.6836 -0.1423 0.1532
H -3.5679 2.9768 1.6793 0.1479
H -1.6695 1.4580 1.5871 0.0395
Se 3.5006 -0.7408 -2.0295 1.2305
N 2.6109 0.5809 -1.0882 -0.4395
C 3.3888 1.6806 -1.1293 -0.3563
C 3.1075 2.9169 -0.5110 -0.0377
C 4.0404 3.9192 -0.5993 0.0013
C 5.2563 3.7524 -1.3156 -0.0008
C 5.5523 2.5818 -1.9533 0.0511
C 4.6195 1.5177 -1.8733 -0.3251
N 4.7763 0.3168 -2.4168 -0.1823
H 2.1877 3.0529 0.0542 0.1026
H 3.8572 4.8628 -0.1000 0.1359
H 5.9632 4.5712 -1.3407 0.1382
H 6.4800 2.4397 -2.4931 0.1481

(4)
11
Properties=species:S:1:pos:R:3:lowdin_charge:R:1 method="wB97M-V/def2-TZVPD" e_homo_ev=-10.010 lumo_ev=-0.045 relative_energy_ev=4.463 total_charge=0 gap_ev=9.96 energy_ev=-10709.1876
C -1.2120 1.2723 -0.9522 -0.2095
N -1.9064 0.1743 -0.5397 0.0009
N -1.2916 -0.9631 0.0739 0.1122
C -0.1095 -0.5353 0.2831 -0.2629
C 0.6869 0.4980 -0.3776 -0.3045
N 0.1531 1.4281 -1.1525 0.1548
O 1.8813 -0.0044 0.0275 -0.0073
C 1.2718 -1.1014 0.9292 0.0219
H -2.0399 2.1434 -0.9450 0.1538
H 1.3386 -2.2649 0.5965 0.1714
H 1.2278 -0.6470 2.0568 0.1693

(5)
23
Properties=species:S:1:pos:R:3:mulliken_spin:R:1 method="wB97M-V/def2-TZVPD" e_homo_ev="-13.173 / -13.093" lumo_ev="-3.009 / -8.327" relative_energy_ev=0.465 total_charge=+1 gap_ev="10.16 / 4.77" multiplicity=2 energy_ev=-19792.1450
C 0.5519 -0.4957 -1.6520 0.0174
N -0.0218 -0.3639 -0.3202 0.7149
C 0.4094 0.5956 0.6693 0.0017
C -0.6130 0.7022 1.8134 0.0276
S -0.0432 1.9156 3.0611 0.0187
C 1.8079 0.2016 1.1654 0.1189
C -0.2640 -1.4796 -2.4949 0.0204
H 1.6101 -0.7825 -1.6288 0.0435
H 0.4568 0.4882 -2.1284 0.0101
H -0.0915 -1.3051 0.0812 -0.0227
H 0.5291 1.5591 0.1551 -0.0003
H -0.6698 -0.2828 2.2936 0.0007
H -1.6182 0.9510 1.4763 0.0039
H -0.2282 1.1808 4.1730 0.0001
H 2.4290 -0.0019 0.2924 -0.0076
H 1.8893 -0.7350 1.7239 -0.0004
H 2.1805 1.0498 1.7334 0.0128
H -1.3143 -1.1795 -2.5068 -0.0007
H -0.1916 -2.5312 -2.2278 -0.0003
H 0.0596 -1.3063 -3.5241 -0.0004
H -1.8994 -0.0675 -0.6308 -0.0156
H -2.3164 1.3820 -0.6494 -0.0040
O -2.6521 0.5050 -0.8746 0.0614

(6)
68
Properties=species:S:1:pos:R:3:mulliken_spin:R:1 method="wB97M-V/def2-TZVPD" e_homo_ev="-9.070 / -9.513" lumo_ev="-4.121 / -5.307" total_charge=+1 gap_ev="4.95 / 4.21" multiplicity=3 energy_ev=-52834.5873
Au 0.8308 -2.4448 -0.8983 0.0198
C 3.6455 0.6458 2.6304 0.0098
C 2.3137 0.7579 3.0049 -0.0073
C 1.3687 -0.1157 2.5044 0.0155
C 1.7563 -1.1330 1.6260 -0.0239
C 3.0956 -1.2234 1.2328 0.0097
C 4.0310 -0.3449 1.7370 -0.0039
N 0.8556 -2.0233 1.0705 0.0387
C -0.1747 -2.6203 1.7340 0.1135
C -0.4201 -2.5702 3.1125 -0.0646
C -1.5275 -3.2015 3.6359 0.1161
C -2.4259 -3.8882 2.8163 -0.0332
C -2.1812 -4.0176 1.4676 0.1055
C -1.0308 -3.4291 0.9349 -0.0527
N -0.6025 -3.5921 -0.3400 0.2634
N -1.2187 -4.2752 -1.2577 0.2461
C -0.6912 -4.2017 -2.4628 0.0014
C -1.1841 -4.9577 -3.5460 0.0599
C -0.6112 -4.8249 -4.7808 0.0046
C 0.4609 -3.9362 -4.9560 0.0751
C 0.9117 -3.2200 -3.8760 0.0017
N 0.3691 -3.3355 -2.6628 0.0826
H 4.3752 1.3336 3.0299 0.0008
H 2.0100 1.5325 3.6954 0.0000
H 0.3281 -0.0038 2.7677 0.0014
H 3.3758 -1.9973 0.5338 -0.0027
H 5.0657 -0.4398 1.4415 -0.0002
H 0.2662 -2.0600 3.7677 -0.0031
H -1.7019 -3.1692 4.7014 0.0076
H -3.3010 -4.3444 3.2491 -0.0001
H -2.8322 -4.5733 0.8125 0.0057
H -2.0116 -5.6184 -3.3549 0.0017
H -0.9780 -5.3951 -5.6190 -0.0001
H 0.9220 -3.8116 -5.9198 0.0025
H 1.7296 -2.5190 -3.9598 0.0079
C -3.0175 3.9449 3.7604 0.0022
O -1.7252 3.5929 3.3100 0.0258
C -1.3068 3.9821 2.1007 0.0748
C -0.0134 3.5582 1.7463 -0.0362
C 0.4933 3.7988 0.5007 0.0360
C -0.2665 4.5238 -0.4402 0.0678
C -1.5102 5.0443 -0.0510 0.0581
C -2.0386 4.7497 1.1856 -0.0128
N 0.2135 4.7858 -1.6897 0.1287
N 1.0027 4.1098 -2.3398 0.1505
C 1.2348 2.7863 -2.3207 0.1829
C 2.5201 2.2990 -2.5993 0.0111
C 2.8529 0.9830 -2.3799 0.0568
C 1.9157 0.0476 -1.8934 0.0915
O 2.2674 -1.1555 -1.6103 0.1073
C 0.5499 0.5060 -1.7497 0.0163
N -0.3696 -0.3929 -1.3777 0.0288
C -1.6297 -0.0586 -1.2661 -0.0220
C -2.0947 1.2129 -1.5997 0.0084
C -1.1808 2.1576 -1.9992 0.0127
C 0.1899 1.8465 -2.0149 0.0230
H -3.1331 3.4694 4.7326 -0.0001
H -3.7878 3.5684 3.0831 0.0000
H -3.1218 5.0268 3.8730 -0.0005
H 0.5717 3.0351 2.4825 0.0001
H 1.4904 3.4681 0.2462 -0.0017
H -2.0820 5.6327 -0.7511 -0.0040
H -3.0186 5.1185 1.4440 -0.0004
H 3.2793 3.0071 -2.8949 -0.0105
H 3.8685 0.6486 -2.5239 -0.0002
H -2.3000 -0.8364 -0.9343 -0.0007
H -3.1488 1.4326 -1.5650 0.0008
H -1.5238 3.1244 -2.3363 0.0064